17
Properties=species:S:1:pos:R:3 method="wB97M-V/def2-TZVPD" e_lumo_ha=-0.4217 homo_lumo_gap_ev=3.273 charge=+1 relative_energy_kcal_mol=109.8 homo_energy_ev=-14.75
In 1.479 -0.151 -0.384
C -0.554 -4.138 0.913
F -0.465 -3.208 1.832
F 0.184 -5.177 1.259
F -1.793 -4.506 0.731
S 0.170 -3.473 -0.675
O 1.464 -2.928 -0.199
O 0.205 -4.443 -1.704
O -0.564 -2.243 -0.956
C 0.267 4.701 -0.089
F -0.694 5.433 -0.598
F 1.358 4.903 -0.807
F 0.503 4.998 1.172
S -0.312 2.874 -0.093
O -1.753 2.967 -0.092
O 0.224 2.240 -1.334
O 0.281 2.150 1.024

21
Properties=species:S:1:pos:R:3 method="wB97M-V/def2-TZVPD" e_lumo_ha=0.1652 homo_lumo_gap_ev=6.360 charge=-2 relative_energy_kcal_mol=23.3 homo_energy_ev=-1.87
Pb 0.037 0.596 -0.312
Se -2.033 3.620 3.626
Sb 0.007 2.738 2.679
Se -0.024 0.125 2.198
Se 0.068 3.213 0.058
Se 2.032 3.572 3.700
F 3.016 -3.779 1.700
C 1.704 -3.516 1.590
F 1.070 -4.690 1.674
F 1.372 -2.769 2.622
S 1.444 -2.772 -0.117
O 1.814 -1.389 0.005
O 2.291 -3.570 -0.944
N -0.050 -2.995 -0.522
S -1.279 -2.562 0.345
O -1.855 -1.295 -0.011
O -1.203 -2.953 1.709
C -2.514 -3.742 -0.450
F -2.586 -3.519 -1.767
F -3.756 -3.598 0.033
F -2.183 -5.028 -0.288

7
Properties=species:S:1:pos:R:3 method="wB97M-V/def2-TZVPD" spin_multiplicity=9 e_lumo_ha="-0.3659 / -0.4094" homo_lumo_gap_ev="6.650 / 6.165" charge=+2 homo_energy_ev="-16.61 / -17.31"
Li -2.901 0.728 0.332
Gd 1.994 -1.209 0.510
O 0.996 0.785 -0.192
C -0.177 0.421 0.160
O -1.201 0.811 -0.508
C -0.923 -1.070 -0.239
F -2.238 -1.200 0.253

7
Properties=species:S:1:pos:R:3 method="wB97M-V/def2-TZVPD" spin_multiplicity=2 e_lumo_ha="-0.0547 / -0.0539" homo_lumo_gap_ev="2.308 / 2.092" homo_energy_ev="-3.80 / -3.56"
Rb 2.585 -1.307 -0.457
O 1.415 1.306 0.065
C 0.134 1.256 0.050
C -0.707 0.252 -0.170
O -0.554 -1.030 -0.430
F -2.176 0.538 -0.178
Li -4.154 -0.121 -0.153

6
Properties=species:S:1:pos:R:3 method="wB97M-V/def2-TZVPD" spin_multiplicity=3 e_lumo_ha="0.0105 / -0.1242" homo_lumo_gap_ev="6.095 / 9.141" relative_energy_kcal_mol=16.4 homo_energy_ev="-5.81 / -12.52"
C 0.475 0.955 -0.441
C -0.926 -0.536 -0.040
N 0.246 -0.129 0.188
O 0.765 1.942 -0.894
O -1.942 -0.997 -0.220
F 1.382 -1.234 1.407

17
Properties=species:S:1:pos:R:3 method="wB97M-V/def2-TZVPD" e_lumo_ha=-0.1553 homo_lumo_gap_ev=9.537 charge=+1 relative_energy_kcal_mol=8.0 homo_energy_ev=-13.76
C 1.105 -0.667 0.896
C -0.009 0.353 -0.993
N -0.542 1.474 -1.509
N -2.388 -0.620 -1.002
N 0.515 0.431 0.221
N 0.340 1.633 0.961
Br -2.701 -0.252 0.994
H 1.164 -0.534 2.004
H 0.331 -1.430 0.736
H 2.207 -0.843 0.539
H 0.118 -0.481 -1.669
H -0.834 2.192 -0.763
H -0.744 1.340 -2.445
H -2.927 -1.425 -1.383
H -2.672 0.345 -1.337
H 0.144 1.331 1.906
H 1.298 2.013 1.075

16
Properties=species:S:1:pos:R:3 method="wB97M-V/def2-TZVPD" e_lumo_ha="-0.0128 / -0.0199" homo_lumo_gap_ev="7.060 / 6.728" relative_energy_kcal_mol=63.5 homo_energy_ev="-7.41 / -7.27"
C 1.416 2.267 1.111
C 0.568 -0.636 1.886
N -2.675 -2.087 -1.338
Si -1.073 -1.672 -1.933
Si 1.206 0.502 0.375
Cl 2.962 -0.183 -0.566
H 0.493 2.532 1.805
H 2.307 2.166 1.739
H 1.625 3.152 0.512
H -0.583 -0.558 1.825
H 0.977 -1.663 1.803
H 0.765 -0.310 2.855
H -2.984 -1.909 -0.428
H -3.432 -1.816 -1.916
H -1.086 -0.443 -2.726
H -0.250 -2.654 -2.472

17
Properties=species:S:1:pos:R:3 method="wB97M-V/def2-TZVPD" e_lumo_ha=-0.1469 homo_lumo_gap_ev=9.897 charge=+1 relative_energy_kcal_mol=0.0 homo_energy_ev=-13.89
Cs -2.483 -0.103 0.119
O -1.050 -2.849 0.671
H -1.332 -3.570 0.087
H -0.505 -2.282 0.117
O -3.425 -1.153 -2.471
H -3.824 -0.587 -3.148
H -2.480 -1.127 -2.656
C 2.317 1.222 0.673
C 0.963 1.703 1.237
O 0.004 0.629 1.331
O 2.244 0.946 -0.707
H 2.699 0.401 1.285
H 3.017 2.041 0.834
H 0.600 2.533 0.626
H 1.115 2.108 2.238
H 0.265 0.013 0.640
H 1.875 0.076 -0.876

no.,energy (eV)
1,-57492.864
2,-322904.141
3,-29903.055
4,-9742.525
5,-10369.489
6,-78230.189
7,-32002.446
8,-10968.166